1.
Molecular formula: C14H13NO5PdS
Method: DFT, ωB97M-V with the def2-TZVPD basis set

Geometry as XYZ:
```
35
Properties=species:S:1:pos:R:3
Pd -0.25 0.06 -0.13
O -2.18 3.72 1.22
C -1.41 2.49 1.11
O -2.13 1.42 1.03
C -0.42 2.54 2.29
O 0.20 1.29 2.46
C 1.59 1.37 2.68
C 2.43 1.68 1.42
O 3.52 2.25 1.64
O 1.96 1.26 0.34
H -3.07 3.38 1.01
H -1.03 2.77 3.18
H 0.32 3.34 2.17
H 1.89 0.38 3.03
H 1.83 2.10 3.46
S 0.06 2.15 -2.62
C 0.78 3.50 -1.78
C 0.32 3.58 -0.53
N -0.61 2.62 -0.20
C -0.84 1.68 -1.18
H 1.60 4.06 -2.20
H 0.65 4.28 0.23
H -1.87 1.36 -1.33
C -0.26 -1.74 -0.73
C -0.27 -3.05 -1.08
C 0.88 -3.71 -1.67
C 0.84 -5.04 -2.02
C -0.29 -5.84 -1.82
C -1.41 -5.23 -1.24
C -1.43 -3.90 -0.88
H 1.78 -3.13 -1.83
H 1.73 -5.48 -2.45
H -0.30 -6.89 -2.09
H -2.31 -5.81 -1.07
H -2.31 -3.46 -0.44
```

Summary:
- Calculated total energy: -40767.29886 eV
- Net charge: -2
- Gap between HOMO and LUMO: 4.41 eV
- LUMO level: 4.81 eV
- Highest occupied orbital energy: 0.40 eV



2.
Molecular formula: C14H13NSSr
Method: DFT, ωB97M-V with the def2-TZVPD basis set

Geometry as XYZ:
```
30
Properties=species:S:1:pos:R:3
Sr 1.58 0.40 0.19
C 4.66 0.43 -2.37
H 3.97 0.63 -3.25
H 5.23 1.30 -1.99
H 5.39 -0.29 -2.76
H 4.05 0.00 -1.57
H 2.36 -0.45 1.38
S -2.79 -0.33 0.68
C -2.65 0.97 1.76
C -3.65 1.56 2.53
C -3.29 2.64 3.36
C -1.95 3.10 3.39
C -0.97 2.48 2.60
C -1.34 1.41 1.79
N -0.50 0.72 0.98
C -1.14 -0.30 0.27
C -0.44 -1.29 -0.79
C -1.20 -2.29 -1.42
C -0.61 -3.17 -2.34
C 0.75 -3.08 -2.66
C 1.56 -2.11 -2.06
C 0.98 -1.23 -1.15
H -4.67 1.20 2.50
H -4.04 3.12 3.97
H -1.69 3.93 4.03
H 0.06 2.83 2.63
H -2.25 -2.40 -1.20
H -1.21 -3.94 -2.80
H 1.19 -3.78 -3.37
H 2.61 -2.05 -2.29
```

Summary:
- Calculated total energy: -27884.96411 eV
- Gap between HOMO and LUMO: 6.73 eV
- LUMO level: -0.27 eV
- Highest occupied orbital energy: -6.99 eV



3.
Molecular formula: C14H14BiN2O2S2
Method: DFT, ωB97M-V with the def2-TZVPD basis set

Geometry as XYZ:
```
35
Properties=species:S:1:pos:R:3
C 0.53 -2.96 -0.96
C -0.60 -2.61 -1.74
C -1.59 -2.06 -0.89
C -1.04 -2.02 0.44
C 0.27 -2.62 0.38
Bi 0.59 0.49 0.51
N 2.29 -0.86 2.38
C 0.34 1.79 -1.39
C -0.55 1.78 -2.47
H -2.60 -1.78 -1.16
H -0.74 -2.81 -2.80
H -1.60 -1.80 1.35
H 0.91 -2.82 1.24
H 1.41 -3.50 -1.32
H -0.34 1.24 -3.41
H 0.22 2.48 -0.50
H 3.12 -0.18 2.52
H -1.36 2.50 -2.37
H 1.39 1.54 -1.63
O -3.69 2.11 1.24
S -2.53 2.96 1.33
O -2.19 3.86 0.26
N -1.14 1.92 1.59
C -0.73 2.01 2.86
S 0.45 0.80 3.20
C -1.35 3.09 3.62
C -1.04 3.61 4.89
C -1.74 4.71 5.38
C -2.78 5.28 4.64
C -3.11 4.77 3.38
C -2.38 3.70 2.88
H -0.24 3.09 5.44
H -1.48 5.11 6.35
H -3.33 6.12 5.03
H -3.93 5.20 2.80
```

Summary:
- Calculated total energy: -49323.48349 eV
- Net charge: -1
- Gap between HOMO and LUMO (spin up / spin down): 4.30 / 5.47 eV
- LUMO level (spin up / spin down): 1.77 / 1.80 eV
- Highest occupied orbital energy (spin up / spin down): -2.53 / -3.67 eV



4.
Molecular formula: C14H14BrIN5O2SSc
Method: DFT, ωB97M-V with the def2-TZVPD basis set

Geometry as XYZ:
```
39
Properties=species:S:1:pos:R:3
Sc -1.08 0.38 -0.61
C 3.35 -0.56 0.12
C 1.86 -0.49 0.14
N 1.19 0.44 -0.43
N 1.85 1.46 -1.06
C 1.23 2.65 -1.18
N 1.89 3.64 -1.74
S -0.36 2.86 -0.61
C 1.01 -1.49 0.84
C 1.52 -2.59 1.49
C 0.65 -3.45 2.16
C -0.70 -3.17 2.15
C -1.15 -2.05 1.46
N -0.32 -1.22 0.82
H 3.71 -0.72 -0.90
H 3.74 -1.36 0.73
H 3.76 0.38 0.49
H 2.82 1.33 -1.33
H 2.84 3.56 -2.08
H 1.42 4.53 -1.86
H 2.58 -2.80 1.49
H 1.03 -4.32 2.67
H -1.42 -3.81 2.65
H -2.20 -1.84 1.40
Br -3.61 4.74 -0.77
C -3.38 3.25 0.34
C -3.17 3.44 1.70
C -3.00 2.36 2.56
C -3.08 1.07 2.08
C -3.30 0.86 0.72
C -3.42 1.95 -0.16
I -3.52 1.54 -2.21
H -3.15 4.45 2.09
H -2.83 2.54 3.62
H -3.02 0.23 2.76
H -3.52 -0.15 0.35
O -2.25 -1.42 -1.15
N -1.44 -1.75 -2.04
O -0.56 -0.84 -2.22
```

Summary:
- Calculated total energy: -135956.23083 eV
- Net charge: +2
- Gap between HOMO and LUMO: 7.53 eV
- LUMO level: -7.51 eV
- Highest occupied orbital energy: -15.03 eV



5.
Molecular formula: C14H14Cl3MoN6O4S
Method: DFT, ωB97M-V with the def2-TZVPD basis set

Geometry as XYZ:
```
43
Properties=species:S:1:pos:R:3
Mo 0.49 -0.22 0.58
N -0.48 -2.53 4.28
C -0.35 -2.08 3.04
S 0.22 -0.40 2.86
N -0.59 -2.80 2.00
N -0.38 -2.18 0.79
C -0.87 -2.91 -0.19
C -0.84 -2.64 -1.59
C -1.29 -3.58 -2.51
C -1.16 -3.32 -3.87
C -0.55 -2.14 -4.32
C -0.08 -1.19 -3.42
C -0.26 -1.46 -2.08
O 0.18 -0.60 -1.14
H -0.33 -1.94 5.08
H -0.76 -3.49 4.44
H -1.32 -3.84 0.13
H -1.73 -4.51 -2.16
H -1.51 -4.05 -4.59
H -0.45 -1.96 -5.38
H 0.38 -0.28 -3.75
C -1.47 5.23 0.43
N -1.22 3.78 0.49
C -2.29 2.77 0.46
C -1.46 1.53 0.51
O -1.71 0.31 0.51
N -0.16 1.83 0.58
C -0.03 3.21 0.56
N 1.12 3.83 0.59
H -2.53 5.41 0.57
H -1.17 5.63 -0.54
H -0.93 5.74 1.23
H -2.90 2.83 -0.45
H -2.96 2.84 1.32
H 1.99 3.32 0.67
H 1.18 4.83 0.56
Cl 5.63 -1.43 0.17
C 3.99 -1.27 0.57
Cl 3.61 -1.96 2.16
Cl 2.93 -2.03 -0.68
C 3.60 0.22 0.65
O 4.28 1.15 0.76
O 2.17 0.36 0.71
```

Summary:
- Calculated total energy: -82106.70727 eV
- Net charge: +3
- Gap between HOMO and LUMO (spin up / spin down): 5.10 / 5.10 eV
- LUMO level (spin up / spin down): -12.78 / -12.78 eV
- Highest occupied orbital energy (spin up / spin down): -17.88 / -17.88 eV



6.
Molecular formula: C14H14I2MnO4SSeTl
Method: DFT, ωB97M-V with the def2-TZVPD basis set

Geometry as XYZ:
```
38
Properties=species:S:1:pos:R:3
I -1.98 3.45 -1.12
I -0.44 -3.67 -0.99
Mn 0.14 -1.54 -0.20
Tl -0.50 1.33 0.14
S -0.18 -0.30 -1.99
C 1.76 2.33 -0.35
C -0.20 2.06 2.11
C 1.16 0.24 -3.28
C 1.04 -0.89 -4.31
C 2.56 0.29 -2.68
C 0.80 1.58 -3.91
C 0.25 -1.95 1.61
C 1.99 -1.55 -0.13
O -0.34 2.64 3.09
O 2.59 3.12 -0.50
O 0.35 -2.41 2.68
O 3.11 -1.91 -0.17
H 1.80 -0.80 -5.09
H 0.04 -0.86 -4.76
H 1.16 -1.85 -3.81
H 3.16 1.03 -3.23
H 3.04 -0.68 -2.79
H 2.58 0.58 -1.62
H 1.53 1.81 -4.71
H 0.83 2.41 -3.19
H -0.20 1.56 -4.35
Se -2.39 -0.65 0.59
C -2.78 -0.41 2.47
C -1.76 -0.22 3.40
C -2.07 -0.16 4.77
C -3.39 -0.29 5.18
C -4.42 -0.45 4.25
C -4.12 -0.50 2.88
H -0.74 -0.14 3.06
H -1.24 -0.04 5.47
H -3.61 -0.25 6.24
H -5.45 -0.55 4.57
H -4.89 -0.62 2.12
```

Summary:
- Calculated total energy: -151280.67001 eV
- Net charge: +4
- Gap between HOMO and LUMO (spin up / spin down): 6.45 / 5.23 eV
- 2S+1: 5
- LUMO level (spin up / spin down): -15.39 / -16.86 eV
- Highest occupied orbital energy (spin up / spin down): -21.84 / -22.10 eV



7.
Molecular formula: C14H14N2O4Zr
Method: DFT, ωB97M-V with the def2-TZVPD basis set

Geometry as XYZ:
```
35
Properties=species:S:1:pos:R:3
C 2.63 1.66 -2.93
C 2.24 0.51 -3.70
C 2.44 -0.65 -2.89
C 2.92 -0.23 -1.61
C 3.07 1.20 -1.65
Zr 0.62 0.85 -1.76
N 0.53 2.69 -1.21
C -1.36 1.53 -2.99
C -0.70 0.53 -3.69
H 2.33 -1.69 -3.22
H 1.92 0.52 -4.74
H 3.25 -0.88 -0.80
H 3.46 1.82 -0.84
H 2.63 2.69 -3.29
H -0.15 0.75 -4.61
H -1.29 2.59 -3.26
H 0.48 3.60 -0.76
H -1.05 -0.52 -3.67
H -2.14 1.31 -2.25
O 1.18 0.76 1.22
C 0.27 -0.05 0.98
O -0.07 -0.45 -0.24
C -0.58 -0.63 2.09
C -1.47 -1.70 1.86
C -2.24 -2.22 2.89
C -2.14 -1.67 4.18
C -1.29 -0.56 4.42
C -0.52 -0.06 3.37
N -2.91 -2.24 5.23
O -3.65 -3.22 4.98
O -2.83 -1.75 6.38
H -1.55 -2.11 0.85
H -2.91 -3.06 2.70
H -1.23 -0.13 5.41
H 0.12 0.80 3.55
```

Summary:
- Calculated total energy: -27192.81977 eV
- Gap between HOMO and LUMO: 7.25 eV
- LUMO level: -1.01 eV
- Highest occupied orbital energy: -8.26 eV



8.
Molecular formula: C14H14N3O6RuS
Method: DFT, ωB97M-V with the def2-TZVPD basis set

Geometry as XYZ:
```
39
Properties=species:S:1:pos:R:3
Ru -0.04 -1.56 -0.32
N -0.20 -1.96 1.71
N -0.14 -3.37 1.87
C -0.26 -4.17 0.72
O -0.46 -5.35 0.83
O -0.08 -3.51 -0.42
H 0.57 -1.53 2.20
H -1.06 -1.54 2.07
H -0.55 -3.74 2.70
O 0.18 -1.46 -2.46
H 1.07 -1.17 -2.69
H -0.45 -0.85 -2.89
O -1.51 0.44 1.97
C -1.50 0.91 0.85
N -0.85 0.35 -0.23
S -1.06 1.25 -1.60
O -1.78 0.46 -2.58
O 0.18 1.82 -2.05
C -2.09 2.46 -0.87
C -2.68 3.57 -1.45
C -3.43 4.39 -0.61
C -3.57 4.10 0.74
C -2.96 2.98 1.30
C -2.22 2.16 0.47
H -2.56 3.79 -2.50
H -3.91 5.26 -1.02
H -4.16 4.76 1.37
H -3.06 2.74 2.35
C 4.65 -0.85 0.15
C 4.07 -1.99 0.68
C 2.70 -2.20 0.56
C 1.90 -1.26 -0.09
C 2.49 -0.12 -0.63
C 3.86 0.09 -0.49
H 5.72 -0.69 0.25
H 4.68 -2.73 1.18
H 2.27 -3.10 0.97
H 1.89 0.64 -1.12
H 4.31 0.99 -0.90
```

Summary:
- Calculated total energy: -44918.08424 eV
- Gap between HOMO and LUMO (spin up / spin down): 8.46 / 7.84 eV
- 2S+1: 2
- LUMO level (spin up / spin down): -0.27 / -0.96 eV
- Highest occupied orbital energy (spin up / spin down): -8.72 / -8.80 eV



9.
Molecular formula: C14H14N4O4S
Method: DFT, ωB97M-V with the def2-TZVPD basis set

Geometry as XYZ:
```
37
Properties=species:S:1:pos:R:3
C -1.75 2.97 -0.10
N -1.81 1.69 0.57
C -1.51 1.45 1.86
C -1.22 2.47 2.90
N -1.54 0.13 2.08
C -1.17 -0.53 3.31
C -1.92 -0.52 0.89
C -2.09 0.46 -0.06
C -2.51 0.18 -1.36
C -2.85 -1.16 -1.62
C -2.68 -2.16 -0.64
C -2.16 -1.86 0.63
H -2.13 2.85 -1.12
H -2.37 3.71 0.42
H -0.72 3.34 -0.15
H -0.53 2.03 3.64
H -0.71 3.30 2.40
H -1.38 -1.59 3.19
H -0.10 -0.40 3.51
H -1.75 -0.13 4.16
H -2.55 0.98 -2.09
H -3.26 -1.43 -2.59
H -2.95 -3.19 -0.89
H -1.93 -2.61 1.39
O -6.23 1.72 6.46
N -5.87 1.85 5.27
O -6.63 1.64 4.28
C -4.56 2.25 4.93
C -3.54 2.63 5.81
C -2.43 3.04 5.10
N -1.35 3.72 5.74
O -0.44 4.22 5.04
O -1.36 3.80 6.99
C -2.45 3.01 3.59
S -4.11 2.29 3.25
H -3.63 2.61 6.88
H -2.63 4.03 3.17
```

Summary:
- Calculated total energy: -39724.04154 eV
- Gap between HOMO and LUMO: 5.84 eV
- LUMO level: -0.77 eV
- Highest occupied orbital energy: -6.60 eV



10.
Molecular formula: C14H14N4O5S2
Method: DFT, ωB97M-V with the def2-TZVPD basis set

Geometry as XYZ:
```
39
Properties=species:S:1:pos:R:3
C -4.53 -0.46 1.29
C -4.17 1.00 1.58
H -3.40 1.07 2.35
H -5.05 1.56 1.88
O -3.71 1.64 0.39
C -2.42 1.53 0.10
O -1.59 1.02 0.80
C -2.13 2.07 -1.29
H -1.08 2.30 -1.42
H -2.76 2.93 -1.52
S -2.64 0.77 -2.47
C -1.75 -0.56 -1.80
N -2.25 -1.72 -1.58
N -1.41 -2.58 -1.04
C -0.23 -2.10 -0.82
N 0.75 -2.86 -0.27
C 1.95 -2.49 0.32
O 2.72 -3.33 0.70
C 2.15 -1.02 0.48
C 1.39 -0.39 1.47
C 1.54 0.97 1.71
C 2.44 1.69 0.94
C 3.19 1.06 -0.05
C 3.08 -0.32 -0.29
C 3.88 -1.03 -1.33
H 4.91 -0.67 -1.34
H 3.47 -0.85 -2.32
H 3.89 -2.10 -1.14
N 4.07 1.90 -0.81
O 4.43 2.94 -0.29
O 4.39 1.55 -1.93
H 2.57 2.75 1.09
H 0.95 1.45 2.46
H 0.69 -0.96 2.05
H 0.55 -3.86 -0.25
S -0.04 -0.44 -1.34
H -5.27 -0.52 0.50
H -3.64 -1.01 0.98
H -4.93 -0.92 2.19
```

Summary:
- Calculated total energy: -52610.79894 eV
- Gap between HOMO and LUMO: 8.36 eV
- LUMO level: -0.65 eV
- Highest occupied orbital energy: -9.02 eV



11.
Molecular formula: C14H14N4O6S
Method: DFT, ωB97M-V with the def2-TZVPD basis set

Geometry as XYZ:
```
39
Properties=species:S:1:pos:R:3
C 5.05 2.54 1.02
C 4.54 1.16 0.59
H 5.26 0.38 0.89
H 4.42 1.13 -0.50
O 3.26 0.85 1.09
C 3.21 0.61 2.48
C 1.85 0.08 2.78
N 1.35 -0.14 3.94
N 0.11 -0.60 3.91
C -0.37 -0.73 2.72
N -1.63 -1.23 2.53
C -2.38 -1.38 1.40
O -3.43 -1.99 1.43
C -1.86 -0.73 0.15
C -1.56 -1.50 -0.96
C -1.12 -0.90 -2.14
C -1.00 0.48 -2.21
C -1.32 1.24 -1.10
C -1.76 0.66 0.08
H -2.01 1.29 0.93
N -1.19 2.69 -1.16
O -0.83 3.17 -2.21
O -1.45 3.31 -0.16
H -0.65 0.97 -3.11
C -0.79 -1.78 -3.30
O -0.78 -2.98 -3.24
O -0.50 -1.08 -4.40
C -0.18 -1.84 -5.55
H 0.00 -1.12 -6.35
H -1.01 -2.51 -5.81
H 0.71 -2.44 -5.37
H -1.65 -2.57 -0.93
H -2.05 -1.60 3.38
S 0.77 -0.29 1.45
H 3.97 -0.12 2.78
H 3.37 1.53 3.06
H 5.96 2.77 0.47
H 5.28 2.56 2.08
H 4.30 3.29 0.80
```

Summary:
- Calculated total energy: -43822.65692 eV
- SMILES: CCOCc1nnc(NC(=O)c2cc(C(=O)OC)cc([N+](=O)[O-])c2)s1
- Gap between HOMO and LUMO: 8.33 eV
- LUMO level: -0.96 eV
- Highest occupied orbital energy: -9.30 eV



12.
Molecular formula: C14H14N6OS2
Method: DFT, ωB97M-V with the def2-TZVPD basis set

Geometry as XYZ:
```
37
Properties=species:S:1:pos:R:3
C -0.30 3.16 1.41
C 0.74 2.38 0.62
C 1.12 1.08 1.27
O 0.39 0.47 2.02
N 2.34 0.53 0.96
C 3.38 0.84 0.12
N 4.40 0.06 0.05
C 5.33 0.51 -0.83
C 5.02 1.67 -1.46
S 3.48 2.24 -0.93
H 5.58 2.22 -2.18
H 6.22 -0.06 -0.97
H 2.52 -0.35 1.45
H 1.60 3.00 0.40
S 0.10 1.88 -1.04
C -1.23 0.87 -0.52
N -2.38 1.30 -0.07
N -3.12 0.24 0.22
C -2.42 -0.85 -0.04
N -1.20 -0.49 -0.53
C -0.12 -1.31 -1.01
H 0.49 -0.73 -1.69
H -0.52 -2.18 -1.53
H 0.50 -1.65 -0.17
C -2.94 -2.19 0.15
C -4.31 -2.40 0.00
C -4.81 -3.68 0.19
N -4.05 -4.72 0.51
C -2.75 -4.51 0.68
C -2.14 -3.28 0.51
H -1.09 -3.17 0.69
H -2.17 -5.38 0.95
H -5.86 -3.89 0.09
H -4.95 -1.58 -0.25
H 0.11 3.42 2.38
H -1.19 2.56 1.56
H -0.57 4.06 0.87
```

Summary:
- Calculated total energy: -47403.83222 eV
- SMILES: C[C@H](Sc1nnc(-c2ccncc2)n1C)C(=O)Nc1nccs1
- Gap between HOMO and LUMO: 9.22 eV
- LUMO level: 0.24 eV
- Highest occupied orbital energy: -8.98 eV



13.
Molecular formula: C14H14PdTe
Method: DFT, ωB97M-V with the def2-TZVPD basis set

Geometry as XYZ:
```
30
Properties=species:S:1:pos:R:3
Pd -0.06 -0.55 -0.38
C 0.58 -0.90 -2.61
C -0.80 -0.68 -2.60
C -1.29 0.56 -2.13
C -0.41 1.61 -1.76
C 0.96 1.38 -1.77
C 1.45 0.11 -2.15
H 0.98 -1.84 -2.97
H -1.48 -1.44 -2.95
H -2.36 0.73 -2.13
H -0.81 2.57 -1.48
H 1.64 2.17 -1.49
H 2.52 -0.07 -2.16
C -0.08 -0.50 4.16
Te -0.24 -1.15 2.14
C -0.59 -3.10 2.85
C -0.53 -2.99 4.35
C -0.72 -4.13 5.13
C -0.68 -4.04 6.51
C -0.44 -2.81 7.12
C -0.25 -1.67 6.36
C -0.29 -1.76 4.97
H -0.84 0.27 4.30
H 0.91 -0.06 4.26
H 0.18 -3.73 2.41
H -1.56 -3.41 2.46
H -0.91 -5.08 4.66
H -0.82 -4.92 7.11
H -0.40 -2.74 8.20
H -0.06 -0.72 6.84
```

Summary:
- Calculated total energy: -25499.34949 eV
- Net charge: +2
- Gap between HOMO and LUMO (spin up / spin down): 4.38 / 4.39 eV
- LUMO level (spin up / spin down): -10.77 / -10.76 eV
- Highest occupied orbital energy (spin up / spin down): -15.15 / -15.15 eV